Density functional theory data (ωB97M-V with the def2-TZVPD basis set) for the molecule C8H18BrOPS.

Its LUMO energy is -0.90 eV. For the orbital gap, the calculation gives 8.19 eV. Its multiplicity is 1. As for the charge: 0. As for the SMILES: CCCCP(CCCC)#S(=O)Br. For the energy above the lowest of the compared OMol25 structures with the same formula, charge and spin, the calculation gives 65.54 kcal per mole.

The geometry in XYZ format:
```
30
Properties=species:S:1:pos:R:3:nbo_charge:R:1
C 2.609 4.198 0.605 -0.619
C 2.265 2.790 0.059 -0.382
C 0.794 2.513 0.200 -0.440
C 0.513 1.160 -0.375 -0.655
P -1.158 0.695 0.444 0.620
C -1.475 -0.830 -0.551 -0.745
C -1.445 -2.066 0.328 -0.399
C -1.923 -3.192 -0.611 -0.419
C -1.978 -4.370 0.310 -0.597
S -2.368 1.911 -0.805 0.995
O -2.318 3.301 -0.472 -0.876
Br -4.400 0.951 0.142 -0.295
H 2.082 5.042 0.259 0.209
H 2.470 4.274 1.627 0.200
H 3.560 4.536 0.579 0.211
H 2.673 1.908 0.522 0.188
H 2.677 2.862 -0.881 0.199
H 0.585 2.727 1.279 0.221
H 0.387 3.389 -0.282 0.225
H 0.480 0.985 -1.390 0.222
H 1.180 0.485 -0.019 0.218
H -0.738 -1.033 -1.336 0.230
H -2.622 -0.693 -0.891 0.253
H -2.207 -2.159 1.202 0.218
H -0.504 -2.213 0.698 0.199
H -2.813 -3.021 -1.128 0.211
H -1.319 -3.504 -1.480 0.203
H -1.116 -4.657 0.842 0.207
H -2.738 -4.216 1.207 0.193
H -2.427 -5.336 -0.183 0.205
```

---

Density functional theory data (ωB97M-V with the def2-TZVPD basis set) for a structure of composition C14H28BF3N2NbO11.

Its LUMO energy is 2.22 eV. For the orbital gap, the calculation gives 6.46 eV. Its multiplicity is 1. As for the charge: -1.

The geometry in XYZ format:
```
60
Properties=species:S:1:pos:R:3:nbo_charge:R:1
C 1.248 -6.854 -1.473 -0.272
O 0.741 -5.811 -0.566 -0.552
C 0.910 -6.171 0.850 -0.065
C -0.232 -5.317 1.725 -0.433
C 0.346 -3.920 2.358 -0.405
C -0.248 -2.550 1.669 -0.986
Nb 0.512 -2.120 -0.435 1.662
N -1.163 -0.782 -0.891 -1.262
B 1.700 -0.273 0.189 0.617
N 1.381 0.502 1.455 -1.234
O 2.800 0.165 -0.734 -1.011
H 0.382 -7.059 -2.267 0.188
H 1.611 -7.835 -0.948 0.171
H 2.142 -6.396 -2.100 0.189
H 1.954 -5.802 1.262 0.171
H 0.850 -7.328 1.035 0.161
H -1.247 -5.214 1.139 0.230
H -0.474 -6.026 2.655 0.187
H 1.524 -3.981 2.381 0.203
H 0.009 -3.897 3.503 0.172
H 0.110 -1.638 2.350 0.209
H -1.425 -2.574 1.777 0.220
H -0.474 -3.505 -1.135 -0.410
H 1.157 -1.859 -2.138 -0.379
H 1.928 -3.241 -0.104 -0.383
H -2.002 -1.413 -0.847 0.374
H -0.973 -0.499 -1.898 0.381
H 0.329 0.491 1.575 0.406
H 1.830 0.080 2.306 0.394
H 3.689 -0.056 -0.301 0.478
C 0.803 3.567 0.171 -0.156
C 1.193 4.746 0.995 0.443
O 0.076 5.600 0.898 -0.486
C -0.990 4.771 0.718 0.978
O -2.152 5.109 0.865 -0.613
O -0.597 3.510 0.361 -0.460
F 2.261 5.378 0.457 -0.328
H 1.019 3.704 -0.894 0.191
H 1.283 2.645 0.510 0.264
H 1.389 4.513 2.047 0.155
C 2.360 1.537 -3.861 -0.146
C 3.625 2.152 -4.354 0.445
O 4.023 1.294 -5.399 -0.486
C 2.863 0.776 -5.893 0.962
O 2.770 0.211 -6.970 -0.576
O 1.815 0.973 -5.037 -0.469
F 4.579 2.126 -3.396 -0.326
H 2.533 0.745 -3.125 0.257
H 1.680 2.276 -3.428 0.195
H 3.509 3.171 -4.737 0.141
C -4.444 4.550 2.433 -0.145
C -5.247 3.298 2.533 0.442
O -6.218 3.607 3.507 -0.486
C -6.407 4.952 3.405 0.960
O -7.357 5.548 3.885 -0.580
O -5.406 5.553 2.693 -0.476
F -4.491 2.276 2.994 -0.324
H -3.650 4.605 3.185 0.196
H -3.999 4.681 1.443 0.253
H -5.741 3.006 1.600 0.153
```

---

Density functional theory data (ωB97M-V with the def2-TZVPD basis set) for a cluster of 10 separate species, C38H38Cl9N7 in total.

Its LUMO energy (spin up / spin down) is -4.46 / -8.66 eV. For the orbital gap (spin up / spin down), the calculation gives 6.42 / 2.22 eV. Its multiplicity is 2. As for the charge: +1.

The geometry in XYZ format:
```
92
Properties=species:S:1:pos:R:3:lowdin_charge:R:1
N -2.191 6.111 0.008 0.154
C -1.747 6.101 1.329 0.028
C -1.496 4.913 2.074 0.041
C -1.799 3.696 1.432 -0.055
C -2.280 3.701 0.117 0.039
C -2.466 4.920 -0.580 -0.003
H -1.700 7.092 1.756 0.134
H -1.329 4.845 3.139 0.085
H -1.629 2.754 1.931 0.073
H -2.358 2.718 -0.323 0.108
H -2.638 4.872 -1.645 0.137
N 4.244 -1.122 -0.296 0.061
C 5.000 -1.475 -1.404 -0.150
C 4.487 -1.940 -2.586 -0.068
C 3.072 -1.990 -2.674 -0.075
C 2.293 -1.683 -1.593 -0.104
C 2.861 -1.278 -0.383 -0.121
H 6.061 -1.300 -1.302 0.098
H 5.192 -2.111 -3.386 0.102
H 2.632 -2.347 -3.594 0.099
H 1.266 -2.015 -1.550 0.091
H 2.184 -1.145 0.449 0.082
N 1.114 -3.695 4.117 0.054
C 0.522 -4.869 4.244 -0.138
C -0.609 -4.957 5.106 -0.054
C -1.249 -3.785 5.554 -0.062
C -0.668 -2.528 5.232 -0.081
C 0.556 -2.558 4.572 -0.161
H 0.888 -5.776 3.786 0.102
H -1.198 -5.855 5.218 0.095
H -2.161 -3.926 6.115 0.099
H -1.197 -1.668 5.617 0.036
H 1.046 -1.598 4.512 0.065
N -0.910 0.488 -3.291 0.048
C -0.943 -0.659 -3.952 -0.155
C -0.137 -0.855 -5.047 -0.102
C 0.768 0.046 -5.429 -0.063
C 0.671 1.390 -4.938 -0.033
C -0.201 1.560 -3.840 -0.126
H -1.592 -1.464 -3.642 0.093
H -0.174 -1.773 -5.615 0.115
H 1.450 -0.204 -6.229 0.113
H 1.200 2.217 -5.388 0.078
H -0.250 2.577 -3.481 0.083
N -0.903 -0.211 1.337 0.075
C -0.667 0.234 0.080 -0.145
C 0.422 1.072 -0.208 -0.075
C 1.182 1.551 0.877 -0.062
C 0.862 1.136 2.182 -0.084
C -0.196 0.275 2.371 -0.170
H -1.284 -0.133 -0.728 0.081
H 0.646 1.293 -1.241 0.075
H 2.078 2.150 0.802 0.108
H 1.476 1.475 3.004 0.057
H -0.470 0.037 3.388 0.070
N -1.639 -6.187 0.112 0.048
C -2.277 -5.014 0.315 -0.145
C -1.540 -3.881 0.705 -0.088
C -0.160 -3.905 0.631 -0.101
C 0.483 -5.127 0.452 -0.090
C -0.250 -6.294 0.263 -0.109
H -3.331 -4.949 0.541 0.090
H -1.891 -2.920 1.050 0.073
H 0.384 -3.008 0.889 0.080
H 1.506 -5.419 0.639 0.100
H 0.165 -7.289 0.204 0.098
N 3.281 4.176 -6.114 0.050
C 3.883 3.041 -5.632 -0.113
C 3.556 2.660 -4.314 -0.095
C 2.672 3.359 -3.460 -0.093
C 2.133 4.506 -4.028 -0.107
C 2.408 4.912 -5.341 -0.119
H 4.588 2.437 -6.183 0.103
H 4.068 1.793 -3.925 0.095
H 2.637 3.035 -2.431 0.099
H 1.489 5.200 -3.509 0.090
H 2.042 5.821 -5.795 0.101
C 0.309 2.061 6.275 -1.476
Cl 1.734 1.141 5.722 0.557
Cl -1.068 0.935 6.268 0.553
Cl 0.058 3.534 5.336 0.543
H 0.613 2.276 7.299 0.021
C -3.814 1.045 3.200 -1.540
Cl -4.332 1.201 1.513 0.553
Cl -4.955 0.052 4.146 0.556
Cl -3.486 2.560 3.985 0.582
H -2.918 0.428 3.131 -0.019
C -4.756 -1.280 -1.529 -1.589
Cl -5.053 -2.016 0.065 0.533
Cl -5.855 -0.055 -2.028 0.556
Cl -4.606 -2.390 -2.906 0.530
H -3.810 -0.738 -1.550 -0.019
```

---

Maximum force readings, ordered: 0.1089 0.0837 0.0868 hartree/bohr
Electronic energy readings, ordered: -3704.29169 -1868.60617 -5995.33370 a.u.